This record from the Open Molecules 2025 dataset describes C11H15AuClNO3PtS as an isolated structure in a non-equilibrium geometry. The level of theory is wB97M-V/def2-TZVPD.

Results
Maximum force = 0.0787 Eh/bohr
E_LUMO (spin up / spin down) = 4.45 / 4.44 eV
Kohn-Sham gap (spin up / spin down) = 3.20 / 5.29 eV
Electronic energy = -1821.790994 Eh
<S²> = 6.02

Structure (ORCA input):
```
! RIJCOSX wB97M-V def2-TZVPD def2/J DEFGRID3
* xyz -2 5
H -0.73 0.54 -6.54
H -1.70 -0.78 -5.80
H 2.64 -0.08 -5.69
C 0.61 0.01 3.57
H -1.20 1.85 -1.08
O -2.29 1.31 1.93
C -0.51 1.84 4.71
S -0.86 1.49 1.94
C -1.65 0.85 -1.17
Au 0.35 -0.32 -4.40
H -1.15 2.72 4.63
H 0.15 -3.13 -0.72
C 2.09 -1.00 -5.43
C 1.16 -0.42 4.79
C -0.70 -0.46 -6.10
C -0.21 1.12 3.56
H -0.25 1.93 6.85
C -0.62 -2.34 -0.90
H -2.54 0.76 -0.54
C 0.75 -0.61 2.24
H 2.64 -1.60 -4.69
H -1.59 -2.69 -1.33
N -0.03 0.11 1.35
H 1.81 -1.29 4.79
O 1.41 -1.59 1.88
C 0.83 0.26 5.97
H 1.78 -1.56 -6.31
H -1.86 0.60 -2.22
H 1.22 -0.08 6.92
O -0.28 2.69 1.40
C 0.01 1.40 5.93
Cl 1.24 0.18 -2.25
H -0.23 -1.17 -6.79
Pt -0.30 -0.53 -0.51
*
```

natural (NBO) population analysis, charges in e, atoms 1 to 8:
1. H 0.182
2. H 0.190
3. H 0.177
4. C -0.132
5. H 0.188
6. O -0.928
7. C -0.228
8. S 2.285

=====

This record from the Open Molecules 2025 dataset describes a 10-piece molecular cluster, FH18O9 overall in a non-equilibrium geometry. The level of theory is wB97M-V/def2-TZVPD.

Results
Maximum force = 0.0497 Eh/bohr
E_LUMO = 3.15 eV
Kohn-Sham gap = 9.99 eV
Electronic energy = -787.915945 Eh

Structure (ORCA input):
```
! RIJCOSX wB97M-V def2-TZVPD def2/J DEFGRID3
* xyz -1 1
O 14.06 -16.90 4.80
H 7.57 -16.57 3.29
H 11.81 -15.32 4.31
H 11.91 -17.52 8.42
O 10.60 -17.17 2.65
H 12.40 -17.51 2.30
O 7.97 -16.06 4.00
H 9.82 -17.66 2.97
O 11.89 -14.48 3.84
H 13.59 -17.42 3.33
O 13.34 -17.59 2.41
H 8.56 -16.63 4.48
H 10.00 -16.99 5.83
O 11.72 -19.15 4.89
H 11.53 -15.55 6.38
O 11.52 -15.07 7.23
H 11.73 -18.19 4.82
H 11.62 -17.61 6.89
H 13.15 -16.83 5.09
H 14.45 -17.66 5.18
O 11.70 -18.14 7.69
H 12.41 -15.08 7.62
H 12.61 -19.29 5.22
O 9.17 -16.82 6.28
H 12.01 -14.61 2.89
H 8.96 -17.70 6.48
F 11.50 -16.70 5.06
H 10.81 -16.76 3.51
*
```

natural (NBO) population analysis, charges in e, atoms 1 to 8:
1. O -0.946
2. H 0.449
3. H 0.483
4. H 0.466
5. O -0.966
6. H 0.487
7. O -0.947
8. H 0.459

=====

This record from the Open Molecules 2025 dataset describes one molecule with the formula C5H9Cl in a non-equilibrium geometry. The level of theory is wB97M-V/def2-TZVPD.

Results
Maximum force = 0.1178 Eh/bohr
SMILES string = C[C@H]1C[C@]1(C)Cl
E_LUMO = 1.05 eV
Kohn-Sham gap = 10.76 eV
Electronic energy = -655.999398 Eh

Structure (ORCA input):
```
! RIJCOSX wB97M-V def2-TZVPD def2/J DEFGRID3
* xyz 0 1
C -0.67 -1.61 -0.22
C -0.92 -0.10 -0.13
H -1.47 -2.12 -0.67
H -1.00 1.80 -1.42
Cl -2.67 0.03 0.23
C 1.66 0.42 0.82
C -0.14 0.97 0.53
H -0.61 -2.17 0.64
H -0.33 1.70 1.34
H 2.38 1.27 0.55
H 1.89 -0.40 0.23
H 0.30 0.71 -1.78
C -0.40 1.00 -1.00
H 1.75 0.22 1.82
H 0.23 -1.71 -0.94
*
```

natural (NBO) population analysis, charges in e, atoms 1 to 8:
1. C -0.611
2. C -0.041
3. H 0.231
4. H 0.234
5. Cl -0.078
6. C -0.581
7. C -0.203
8. H 0.226

=====

This record from the Open Molecules 2025 dataset describes a 2-piece molecular cluster, BrClH2Si overall in a non-equilibrium geometry. The level of theory is wB97M-V/def2-TZVPD.

Results
Maximum force = 0.0539 Eh/bohr
E_LUMO (spin up / spin down) = -2.06 / -2.06 eV
Kohn-Sham gap (spin up / spin down) = 7.34 / 7.34 eV
Electronic energy = -3324.862231 Eh

Structure (ORCA input):
```
! RIJCOSX wB97M-V def2-TZVPD def2/J DEFGRID3
* xyz 0 1
Si 0.18 -0.46 -0.02
H 0.87 -0.78 -1.24
Br -1.92 -0.99 -0.07
Cl 0.13 2.75 0.01
H 0.74 -0.52 1.31
*
```

From a natural (NBO) analysis of the wavefunction, the atomic charges in e read:
1. Si 1.126
2. H -0.144
3. Br -0.215
4. Cl -0.630
5. H -0.137

=====

Repeat the second record exactly.
This record from the Open Molecules 2025 dataset describes a 10-piece molecular cluster, FH18O9 overall in a non-equilibrium geometry. The level of theory is wB97M-V/def2-TZVPD.

Results
Maximum force = 0.0497 Eh/bohr
E_LUMO = 3.15 eV
Kohn-Sham gap = 9.99 eV
Electronic energy = -787.915945 Eh

Structure (ORCA input):
```
! RIJCOSX wB97M-V def2-TZVPD def2/J DEFGRID3
* xyz -1 1
O 14.06 -16.90 4.80
H 7.57 -16.57 3.29
H 11.81 -15.32 4.31
H 11.91 -17.52 8.42
O 10.60 -17.17 2.65
H 12.40 -17.51 2.30
O 7.97 -16.06 4.00
H 9.82 -17.66 2.97
O 11.89 -14.48 3.84
H 13.59 -17.42 3.33
O 13.34 -17.59 2.41
H 8.56 -16.63 4.48
H 10.00 -16.99 5.83
O 11.72 -19.15 4.89
H 11.53 -15.55 6.38
O 11.52 -15.07 7.23
H 11.73 -18.19 4.82
H 11.62 -17.61 6.89
H 13.15 -16.83 5.09
H 14.45 -17.66 5.18
O 11.70 -18.14 7.69
H 12.41 -15.08 7.62
H 12.61 -19.29 5.22
O 9.17 -16.82 6.28
H 12.01 -14.61 2.89
H 8.96 -17.70 6.48
F 11.50 -16.70 5.06
H 10.81 -16.76 3.51
*
```

natural (NBO) population analysis, charges in e, atoms 1 to 8:
1. O -0.946
2. H 0.449
3. H 0.483
4. H 0.466
5. O -0.966
6. H 0.487
7. O -0.947
8. H 0.459